Record 1
Formula: C5H12O3
Source: the OMol25 dataset
Level of theory: ωB97M-V/def2-TZVPD

Computed properties:
* 2S+1: 2
* HOMO level (spin up / spin down): -0.550 / -0.550 hartree
* LUMO energy (spin up / spin down): -4.65 / -8.33 eV
* charge: +1
* orbital gap (spin up / spin down): 0.37930 / 0.24394 Ha

Geometry as XYZ:
```
20
C5H12O3 | the OMol25 dataset | ωB97M-V/def2-TZVPD
C -2.287 0.925 1.043
C -0.938 0.384 1.199
C 0.244 0.804 0.565
O 0.201 1.905 -0.178
C 1.613 0.258 0.646
C 2.115 -0.651 -0.145
H -2.723 1.200 2.005
H -2.375 1.715 0.315
H -2.923 0.117 0.680
H -0.850 -0.425 1.903
H -0.463 2.513 0.194
H 2.070 0.612 1.566
H 1.571 -1.025 -1.008
H 3.147 -0.994 -0.017
H 0.376 -3.511 0.162
H -0.234 -2.145 0.479
O -0.400 -3.097 0.561
H -0.923 0.342 -3.063
H 0.135 0.477 -2.037
O 0.031 0.214 -2.957
```

=====

Record 2
Formula: C23H50N2O3P
Source: the OMol25 dataset
Level of theory: ωB97M-V/def2-TZVPD

Computed properties:
* 2S+1: 1
* HOMO level: -0.397 hartree
* LUMO energy: -4.01 eV
* charge: +1
* orbital gap: 0.24951 Ha

Geometry as XYZ:
```
79
C23H50N2O3P | the OMol25 dataset | ωB97M-V/def2-TZVPD
C -4.236 -0.301 4.364
C -3.015 0.133 3.360
P -3.634 0.989 1.724
C -4.766 -0.244 0.751
C -4.132 -1.751 0.623
C -2.051 1.156 0.669
C -2.066 2.040 -0.718
C -0.403 2.080 -0.900
N 0.225 2.015 0.351
C 1.704 1.967 0.685
C 2.253 0.451 1.057
C 3.563 0.004 0.122
C 3.072 -0.263 -1.454
N 2.281 -1.546 -1.589
C 2.657 -2.202 -2.934
C 0.790 -1.306 -1.707
C -0.244 -2.100 -0.669
O 0.358 -0.495 -2.677
C -0.850 1.991 1.416
H -4.850 0.630 4.732
H -4.915 -1.146 3.893
H -3.732 -0.768 5.339
H -2.380 -0.794 2.989
H -2.242 0.891 3.824
H -4.883 0.164 -0.363
H -5.838 -0.345 1.257
H -3.001 -1.790 0.316
H -4.730 -2.301 -0.243
H -4.282 -2.413 1.589
H -1.841 0.059 0.320
H -2.499 3.123 -0.724
H -2.547 1.397 -1.595
H 0.223 2.117 -1.886
H 2.405 2.353 -0.191
H 1.882 2.626 1.649
H 1.450 -0.397 0.952
H 2.654 0.445 2.180
H 3.995 -1.032 0.500
H 4.436 0.785 0.153
H 4.078 -0.427 -2.077
H 2.547 0.692 -1.886
H 3.592 -2.893 -2.758
H 1.763 -2.867 -3.352
H 2.931 -1.338 -3.693
H -1.279 -2.363 -1.200
H -0.376 -1.558 0.360
H 0.270 -3.151 -0.470
H -0.588 1.687 2.514
H -1.321 3.063 1.519
C -0.358 8.572 -2.376
C -1.111 7.354 -1.872
O -0.928 6.197 -2.685
C 0.405 5.704 -2.800
C 1.004 5.269 -1.474
H -0.591 8.763 -3.429
H -0.621 9.455 -1.788
H 0.725 8.431 -2.303
H -2.183 7.575 -1.887
H -0.855 7.131 -0.831
H 1.041 6.441 -3.301
H 0.357 4.834 -3.464
H 1.153 6.121 -0.804
H 1.977 4.794 -1.631
H 0.343 4.563 -0.963
C 0.604 -7.992 0.940
C 0.715 -6.607 0.326
O 1.059 -5.595 1.269
C 2.315 -5.737 1.926
C 3.500 -5.714 0.976
H -0.072 -7.980 1.801
H 0.228 -8.708 0.204
H 1.575 -8.352 1.292
H -0.261 -6.328 -0.085
H 1.418 -6.600 -0.514
H 2.321 -6.640 2.545
H 2.403 -4.889 2.614
H 3.505 -6.591 0.322
H 4.440 -5.709 1.536
H 3.465 -4.828 0.334
```

=====

Record 3
Formula: C5H15NO
Source: the OMol25 dataset
Level of theory: ωB97M-V/def2-TZVPD

Computed properties:
* 2S+1: 1
* HOMO level: -0.293 hartree
* structure (SMILES): CC(C)N(C)C.O
* LUMO energy: 0.77 eV
* orbital gap: 0.32149 Ha

Geometry as XYZ:
```
22
C5H15NO | the OMol25 dataset | ωB97M-V/def2-TZVPD
C -0.289 1.848 0.117
C 0.591 0.743 -0.504
C 0.198 -0.697 0.153
N 0.541 0.729 -1.945
C 0.959 1.804 -2.700
C -0.582 -0.077 -2.526
H -0.149 1.922 1.219
H -1.359 1.645 -0.072
H -0.018 2.773 -0.397
H 1.707 0.975 -0.165
H 0.390 -0.523 1.262
H -0.749 -1.130 0.052
H 0.871 -1.443 -0.185
H 1.780 2.332 -2.185
H 1.350 1.526 -3.682
H 0.330 2.792 -2.950
H -0.379 -0.142 -3.536
H -1.565 0.433 -2.340
H -0.476 -1.069 -2.173
O -1.023 -3.638 6.260
H -0.697 -4.270 5.558
H -1.891 -3.541 5.875
```

=====

Record 4
Formula: C3HBr
Source: the OMol25 dataset
Level of theory: ωB97M-V/def2-TZVPD

Computed properties:
* 2S+1: 1
* HOMO level: -0.389 hartree
* LUMO energy: -2.20 eV
* orbital gap: 0.30790 Ha

Geometry as XYZ:
```
5
C3HBr | the OMol25 dataset | ωB97M-V/def2-TZVPD
C 0.505 2.633 0.815
C 0.401 1.590 0.149
C 0.197 0.470 -0.604
Br 0.146 0.597 -2.490
H 0.074 -0.705 -0.451
```

=====

| no. | DFT total energy (Ha) |
| --- | --- |
| 1 | -423.04914 |
| 2 | -1582.36057 |
| 3 | -329.42948 |
| 4 | -2688.73169 |